(1)
This record from OMol25 describes a molecular structure, C47H41BN2O2RhS2Sb at a distorted geometry. The level of theory is ωB97M-V with the def2-TZVPD basis set.

Structure (XYZ):
```
97
Properties=species:S:1:pos:R:3:forces:R:3:mulliken_spin:R:1
Rh -0.665965 -0.927962 0.049021 -0.1552 0.1036 -0.5004 1.54
S -0.577165 -1.440262 2.369221 -0.4834 -0.5585 -0.1205 0.66
C -2.092565 -2.199962 1.932121 0.2275 -0.0597 1.8006 0.55
N -2.176265 -2.375062 0.571221 0.3798 0.2379 -0.9955 0.37
C -2.835865 -3.468862 0.201921 -0.1735 -0.3069 0.0776 -0.01
C -3.141865 -3.869262 -1.111779 0.0997 0.0513 -0.0895 0.12
C -3.869965 -5.018362 -1.308479 0.0543 0.0946 -0.1282 -0.07
C -4.295265 -5.800162 -0.232779 -0.0491 -0.0369 0.2896 0.18
C -4.004265 -5.426162 1.073121 -0.0749 -0.1485 -0.1658 -0.08
C -3.293565 -4.268062 1.290721 0.1929 0.2575 0.2394 0.15
S -2.834165 -3.572962 2.825221 0.1092 0.1979 -0.2328 0.15
H -2.791965 -3.259662 -1.930779 0.0174 0.0527 -0.1246 0.01
H -4.124665 -5.325462 -2.312179 0.0227 -0.0065 -0.0852 0.00
H -4.865665 -6.698062 -0.410679 -0.0509 -0.0894 -0.0460 0.01
H -4.331465 -6.018562 1.911321 -0.0899 -0.1514 0.0784 0.00
N 0.062335 -0.305762 -9.836379 0.0261 0.0123 -0.2357 0.01
C -0.022365 -0.378262 -8.693879 0.0739 0.0768 -0.8619 0.00
C -0.134865 -0.466662 -7.293479 -0.1522 -0.0575 1.1812 0.02
C -1.314865 -0.955962 -6.721079 0.2181 0.1032 -0.2193 -0.01
C -1.429865 -1.043962 -5.352879 0.1584 0.0329 0.2022 0.02
C -0.373465 -0.642362 -4.521079 0.1130 0.0329 -0.8011 -0.03
C 0.806135 -0.153762 -5.105379 -0.2059 -0.0872 0.1648 0.03
C 0.923735 -0.062062 -6.473379 -0.1714 -0.0256 -0.2545 -0.01
C -0.487765 -0.727762 -3.119779 -0.1973 -0.0716 1.3103 0.16
C -0.599165 -0.800862 -1.901979 0.2102 0.1170 -0.7879 -0.23
H -2.134265 -1.252062 -7.360879 0.0075 -0.0437 -0.0268 0.00
H -2.333565 -1.435862 -4.909579 -0.0432 0.0362 0.0577 0.00
H 1.624035 0.147738 -4.468079 0.0157 0.0270 0.0618 0.00
H 1.825735 0.331138 -6.921079 0.0269 -0.0391 -0.0237 0.00
C 7.928035 -1.921562 -0.370279 -0.0671 -0.0261 0.1717 0.00
C 7.147135 -1.864962 0.950021 0.2125 -0.0755 0.0025 0.00
C 7.934735 -1.036762 1.974021 -0.1015 -0.0851 -0.1030 0.00
C 7.005435 -3.282562 1.505421 0.0697 0.2074 -0.0949 0.00
C 5.794235 -1.220462 0.687821 0.0367 0.1087 0.0139 0.00
C 5.731835 0.139638 0.374221 0.0348 -0.0701 0.0412 0.00
C 4.541735 0.804338 0.118821 -0.3952 0.0125 -0.0913 -0.01
C 3.385035 0.054238 0.157521 0.6592 -0.8160 0.1962 -0.03
O 2.087135 0.408638 -0.072179 -0.4371 0.3863 -0.2144 -0.14
B 1.354235 -0.762662 0.050421 -0.0912 0.1383 0.2616 0.28
O 2.178635 -1.825062 0.360521 -0.3193 -0.6088 0.0578 -0.14
C 3.437835 -1.313762 0.435121 0.5659 0.8761 -0.1388 0.00
C 4.618335 -1.964762 0.721421 -0.3400 0.0655 -0.1145 0.00
H 8.915635 -2.345562 -0.205679 0.1677 -0.0671 0.0149 0.00
H 8.048435 -0.927162 -0.791479 0.0280 0.1162 -0.0793 0.00
H 7.406635 -2.540262 -1.097079 -0.0642 -0.0517 -0.1043 0.00
H 8.856535 -1.548162 2.241421 0.1259 -0.0662 0.0166 0.00
H 7.345035 -0.895562 2.876421 -0.0344 0.0424 0.1422 0.00
H 8.200735 -0.060962 1.580221 0.0310 0.1591 -0.0107 0.00
H 7.988035 -3.691062 1.727221 0.1308 -0.0307 0.0225 0.00
H 6.530335 -3.945462 0.789821 -0.1072 -0.1513 -0.0951 0.00
H 6.426135 -3.275362 2.423921 -0.1071 -0.0836 0.1633 0.00
H 6.643635 0.713938 0.319321 0.1113 0.0328 0.0327 0.00
H 4.528235 1.855838 -0.120579 -0.0500 0.1230 -0.0078 0.00
H 4.602235 -3.016562 0.946021 0.0129 -0.1477 0.0281 0.00
C -3.324965 2.240038 -2.045379 0.0170 -0.0006 -0.0301 0.03
C -3.700165 3.181138 -0.943779 0.0132 -0.0620 -0.1277 -0.05
C -4.560665 4.245238 -1.185879 -0.0293 0.0345 -0.0302 0.01
C -4.925265 5.113238 -0.171679 -0.0030 -0.0264 0.0520 0.00
C -4.437965 4.915338 1.109021 -0.0404 0.0796 0.0768 0.01
C -3.579065 3.857238 1.359921 0.0734 0.0048 0.2180 -0.01
C -3.204765 2.999738 0.341221 0.4013 -0.5584 -0.0722 0.11
Sb -1.801265 1.400738 0.886221 -0.4714 0.6750 0.4621 0.33
C -2.965565 0.793938 2.608821 0.5195 0.3583 -0.3511 0.07
C -2.607765 1.060638 3.918821 0.1026 0.0855 0.0186 0.00
C -3.330365 0.514838 4.968821 -0.0058 -0.0103 0.1377 0.02
C -4.420965 -0.293062 4.703421 0.0108 0.0188 0.0736 -0.02
C -4.786065 -0.544162 3.394121 -0.0813 0.0039 -0.0916 0.06
C -4.070265 -0.012562 2.329221 -0.1697 0.0936 0.0177 -0.07
C -4.539865 -0.249162 0.925221 0.0469 0.0090 -0.0740 0.00
C -0.150465 2.781138 1.194821 -0.3598 -0.4438 0.0391 0.02
C -0.041165 3.611238 0.084621 -0.1613 -0.0169 -0.0390 -0.01
C 1.012735 4.489138 -0.052079 0.0891 0.0706 -0.1060 0.00
C 1.970035 4.557538 0.945121 0.0727 0.0498 -0.0123 0.00
C 1.877435 3.722438 2.041021 0.0194 -0.0615 0.0008 0.00
C 0.840735 2.798638 2.170221 0.0220 0.0663 0.0243 -0.01
C 0.849735 1.878838 3.351321 0.0443 0.0156 -0.0626 -0.02
H -3.755965 2.555438 -2.991179 -0.0070 -0.0252 -0.1147 0.00
H -3.684965 1.236138 -1.817279 0.0572 -0.1272 -0.0829 0.00
H -2.241065 2.190338 -2.157179 0.0537 -0.1202 -0.0989 0.00
H -4.949665 4.391638 -2.184179 -0.0195 0.0076 -0.0821 0.00
H -5.592565 5.937138 -0.378279 -0.0517 0.0553 -0.0153 0.00
H -4.728265 5.580338 1.910321 0.0166 0.0250 0.0486 0.00
H -3.196465 3.698738 2.359721 -0.0152 0.0427 0.1125 0.00
H -1.763865 1.702038 4.128621 0.0616 -0.0153 0.0552 -0.01
H -3.037065 0.714238 5.987921 0.0257 0.0646 0.1129 0.00
H -5.000865 -0.717362 5.510921 0.0209 -0.0423 0.0660 0.00
H -5.641465 -1.171762 3.186521 -0.0812 -0.0472 -0.0213 0.01
H -5.393765 -0.922162 0.910821 -0.0740 -0.0259 -0.0281 0.00
H -3.757665 -0.699562 0.306721 -0.0892 0.0672 -0.0115 0.00
H -4.837265 0.700338 0.474521 -0.0711 -0.0055 -0.1012 0.00
H -0.793565 3.562538 -0.690679 -0.0556 0.0985 -0.1252 0.00
H 1.095335 5.098438 -0.939079 -0.0184 0.1106 -0.0528 0.00
H 2.797735 5.247138 0.857721 0.0479 0.0401 0.0104 0.00
H 2.640635 3.761338 2.808221 0.0308 -0.0212 0.0366 0.00
H 1.873835 1.614238 3.608521 0.0303 -0.0790 0.0392 0.00
H 0.303135 0.962938 3.134221 -0.0668 -0.0305 0.1576 0.02
H 0.412635 2.373038 4.219221 -0.0841 -0.0968 0.0958 0.00
```
Forces are in eV/Å.

The spin multiplicity is 5. The energy above the lowest of the compared OMol25 structures with the same formula, charge and spin comes out at 225.7 kJ/mol. Its total energy is -3247.51700 Eh.

***

(2)
This record from OMol25 describes C24H26N4O4S in the gas phase at a distorted geometry. The level of theory is ωB97M-V with the def2-TZVPD basis set.

Structure (XYZ):
```
59
Properties=species:S:1:pos:R:3:forces:R:3:lowdin_charge:R:1
C -4.029719 5.530455 -2.282925 -0.0231 -0.0179 -0.0310 -0.05
C -3.243139 4.383209 -2.843144 0.0031 -0.0058 -0.0674 -0.28
C -2.395764 3.639170 -2.038822 0.0097 -0.0089 0.0143 0.02
C -1.659382 2.562695 -2.533751 -0.0798 0.1273 -0.2593 -0.19
C -1.746666 2.258728 -3.901402 0.0050 -0.0730 0.0183 -0.21
C -2.615216 2.994849 -4.693406 -0.0865 0.0376 0.0831 -0.05
C -3.364726 4.036052 -4.181518 0.0147 0.0056 0.0443 -0.06
H -4.029898 4.593581 -4.824240 -0.0697 0.0755 -0.0836 0.11
H -2.687470 2.755886 -5.745257 0.0190 -0.0215 -0.1149 0.11
C -0.889615 1.206787 -4.543483 -0.0500 0.0299 0.0109 -0.05
H -0.626534 1.515770 -5.553256 0.0305 -0.0267 -0.0564 0.08
H 0.022884 1.056773 -3.972581 0.0885 -0.0663 0.0078 0.08
H -1.414265 0.253501 -4.619793 0.0500 -0.1091 0.0025 0.08
N -0.778937 1.824339 -1.726668 0.2265 0.0463 -0.0266 -0.11
C -0.208214 2.419729 -0.542817 -0.0469 0.1447 0.2960 -0.14
H -0.090077 3.492694 -0.697993 0.0416 -0.0270 0.0121 0.13
C -1.015012 2.150063 0.745313 0.2231 0.2939 -0.1394 -0.13
N -1.226367 0.728503 0.883083 -0.2814 0.0862 -0.3321 -0.06
C -0.685244 -0.103610 1.802215 0.0560 0.2728 0.2522 -0.42
O -0.792082 -1.313422 1.697300 -0.0109 -0.2221 -0.0031 0.06
C 0.050226 0.566012 2.955471 0.1423 -0.3511 0.0538 -0.07
C 0.377590 -0.396284 4.102121 -0.1612 0.5076 0.0099 -0.15
N 0.983863 -1.633139 3.639221 0.1838 -0.2207 0.0690 -0.01
C 0.301503 -2.806083 3.807856 -0.0883 -0.4871 0.2058 -0.79
S -1.049107 -2.978590 4.730991 -0.5767 -0.1743 0.3217 0.68
N 0.818713 -3.916169 3.217921 -0.1732 0.0939 -0.0454 0.09
C 1.970382 -3.940998 2.480512 0.7037 0.5065 -0.2789 -0.17
C 2.698867 -2.753066 2.354273 -0.2395 -0.3333 0.0026 -0.06
C 3.902640 -2.715762 1.632590 0.2002 -0.3764 -0.2133 0.09
C 4.327723 -3.883635 1.064975 -0.4515 -0.1353 0.2377 -0.19
C 3.592065 -5.074534 1.191772 0.0895 0.5611 0.1038 -0.19
C 2.415175 -5.133666 1.890860 0.2024 -0.1064 -0.1612 0.09
H 1.857121 -6.049788 1.984144 -0.0845 -0.1545 0.0171 0.13
O 4.236245 -6.075148 0.535958 -0.5124 0.0152 0.3048 0.05
C 5.405283 -5.498558 -0.013631 0.9391 -0.5248 -0.7015 -0.15
O 5.449919 -4.130152 0.321162 -0.0668 0.3411 0.1248 0.04
H 6.291667 -6.010177 0.393377 -0.2498 0.1384 -0.0136 0.14
H 5.389887 -5.613219 -1.108848 -0.0821 0.0644 0.2661 0.14
H 4.446212 -1.790339 1.548328 0.0673 0.1271 -0.0120 0.13
C 2.186678 -1.520793 2.955661 0.1353 -0.3204 -0.0347 -0.36
O 2.755229 -0.448924 2.881888 0.1136 0.1289 -0.0398 0.08
H 0.272667 -4.760945 3.326895 0.0457 0.2555 0.0987 0.13
H 1.075979 0.095734 4.784935 -0.1128 -0.0582 -0.0548 0.14
H -0.531746 -0.668740 4.639882 0.2737 0.0572 -0.0734 0.05
H -0.555256 1.373058 3.368993 0.0357 0.0514 -0.0401 0.12
H 0.983771 0.980133 2.566791 -0.1391 0.1243 0.0339 0.11
C -1.891586 0.170494 -0.278080 0.0649 -0.3644 -0.2883 -0.10
C -1.040579 0.412653 -1.532044 -0.2721 -0.2202 0.2291 -0.13
H -1.560486 0.008402 -2.397171 0.0682 -0.0265 -0.0340 0.11
H -0.082507 -0.107341 -1.412374 -0.0701 -0.0675 -0.0383 0.14
H -2.029675 -0.897468 -0.106970 -0.0514 0.1376 -0.0401 0.12
H -2.867512 0.655355 -0.392340 0.0211 -0.0207 -0.0139 0.13
H -0.476434 2.558657 1.596920 -0.0442 -0.0222 0.0065 0.11
H -1.997813 2.632032 0.687337 0.0990 0.0376 0.0552 0.12
H 0.788405 1.979165 -0.408505 -0.0209 0.0814 0.0767 0.13
H -2.312903 3.913459 -0.997913 0.0047 -0.0028 0.1118 0.10
H -3.845267 6.434807 -2.860923 -0.0246 0.0943 0.0190 0.08
H -5.097252 5.317133 -2.333111 -0.0708 0.0519 0.0420 0.08
H -3.764247 5.720674 -1.245776 -0.0180 0.0496 0.0652 0.07
```
Forces are in eV/Å.

The energy above the lowest of the compared OMol25 structures with the same formula, charge and spin comes out at 133.4 kJ/mol. Its total energy is -1848.37970 Eh. As for the SMILES: Cc1ccc(C)c(N2CCN(C(=O)CCn3c(=S)[nH]c4cc5c(cc4c3=O)OCO5)CC2)c1.

***

(3)
This record from OMol25 describes a molecular structure, C31H31BF2N5O7PPbS3. The level of theory is ωB97M-V with the def2-TZVPD basis set.

Structure (XYZ):
```
82
Properties=species:S:1:pos:R:3:forces:R:3:lowdin_charge:R:1
Pb 0.733732 0.335428 1.023643 -0.0427 0.0688 0.1043 1.30
F -2.801259 2.368615 -2.709569 0.0138 0.0269 -0.0172 0.19
B -2.012505 3.095957 -1.941582 0.0000 -0.0485 0.0588 -1.08
F -2.496838 4.188788 -1.387201 -0.0046 0.0087 -0.0060 0.19
O 3.274992 -0.354549 0.856821 0.0067 -0.0520 -0.0163 -0.16
H 3.235746 -0.662484 -0.084130 -0.0055 0.0491 0.0329 0.01
H 3.546786 -1.114791 1.381293 0.0005 -0.0199 -0.0052 0.05
O 2.670517 -1.105382 -1.680327 0.0212 -0.0489 0.0625 0.02
C 1.508072 -1.506734 -1.545789 -0.0584 0.1653 -0.0948 -0.58
O 0.723621 -1.267037 -0.575359 -0.0190 -0.1006 0.0277 -0.24
C 0.889832 -2.372321 -2.619499 0.0083 -0.0428 0.0357 -0.07
C 1.596897 -2.657634 -3.777368 -0.0015 0.0047 0.0045 0.09
C 1.000802 -3.452230 -4.739292 0.0004 -0.0016 0.0020 -0.11
C -0.264640 -3.984093 -4.589642 -0.0012 0.0080 -0.0017 0.09
C -0.929541 -3.686146 -3.415857 -0.0035 -0.0099 0.0120 -0.10
C -0.388465 -2.884791 -2.428050 0.0135 -0.0207 0.0111 0.09
N -2.275044 -4.262021 -3.211453 -0.0276 0.0314 -0.0202 -0.34
O -2.784967 -4.842639 -4.146571 0.0155 -0.0056 0.0102 0.09
O -2.783626 -4.120350 -2.118267 0.0120 -0.0120 -0.0072 0.08
N 1.744043 -3.753459 -5.980208 -0.0016 0.0051 -0.0074 -0.35
O 2.847645 -3.266072 -6.101924 0.0034 -0.0011 0.0022 0.09
O 1.201804 -4.467541 -6.797619 0.0002 -0.0026 0.0032 0.09
H 2.592193 -2.262455 -3.917821 0.0007 -0.0015 -0.0016 0.13
H -0.709793 -4.604585 -5.351209 -0.0011 0.0000 -0.0006 0.13
H -0.935905 -2.653520 -1.520918 -0.0143 0.0131 -0.0139 0.11
C -0.803047 0.664247 3.973955 0.0019 -0.0104 -0.0151 -0.08
C -0.441908 -0.771838 3.755365 0.0219 0.0083 0.0112 -0.42
C -0.747568 -1.862556 4.533361 0.0026 -0.0032 0.0115 -0.09
C -0.133720 -2.988898 3.917547 -0.0123 0.0054 -0.0046 -0.09
C 0.508913 -2.532099 2.791659 0.0474 0.0086 0.0722 -0.39
C 1.320154 -3.324792 1.819148 -0.0125 -0.0056 0.0092 -0.04
N 0.330148 -1.170653 2.685946 -0.0130 -0.0527 -0.1294 -0.11
H -1.368817 0.766692 4.900357 -0.0057 0.0051 -0.0029 0.08
H -1.408772 1.079664 3.159426 -0.0012 -0.0039 -0.0031 0.02
H 0.083485 1.299295 4.067831 -0.0065 0.0084 0.0050 0.07
H -1.306055 -1.842311 5.458349 0.0016 -0.0014 0.0015 0.09
H -0.135581 -4.010423 4.269834 -0.0007 0.0014 0.0012 0.10
H 1.289454 -4.380266 2.091347 0.0055 0.0032 0.0126 0.08
H 2.373192 -3.027723 1.824256 -0.0051 0.0102 -0.0265 0.07
H 0.948734 -3.219756 0.799429 -0.0009 0.0087 -0.0153 0.06
S -0.529259 3.866415 1.418234 0.0187 -0.0089 -0.0459 0.29
P 0.406251 3.927047 -0.278507 0.0041 -0.0251 0.0014 0.24
S -0.289781 2.544131 -1.751105 -0.0361 0.0253 -0.0060 0.75
C 2.140561 3.400222 -0.179549 0.0145 0.0008 -0.0554 -0.43
C 2.823786 3.679239 1.002644 -0.0269 0.0130 0.0077 -0.11
C 4.142808 3.282746 1.151858 -0.0127 0.0018 0.0172 -0.07
C 4.783028 2.595622 0.131123 -0.0026 0.0014 -0.0232 -0.07
C 4.108771 2.316007 -1.047319 0.0229 0.0126 -0.0054 -0.07
C 2.792511 2.721247 -1.208277 0.0020 0.0055 0.0115 -0.13
C 0.378497 5.535939 -1.105471 0.0029 0.0233 0.0190 -0.37
C -0.378624 6.566663 -0.564188 0.0017 0.0052 -0.0093 -0.10
C -0.402981 7.804784 -1.191249 0.0017 -0.0046 0.0089 -0.07
C 0.329143 8.011361 -2.349855 0.0030 -0.0022 -0.0052 -0.08
C 1.088892 6.980412 -2.890180 -0.0060 0.0041 -0.0032 -0.07
C 1.113109 5.742781 -2.271316 0.0074 -0.0066 -0.0021 -0.08
H 2.306940 4.185444 1.808227 0.0056 -0.0075 0.0080 0.09
H 4.664310 3.493606 2.076136 0.0012 0.0057 0.0003 0.11
H 5.803897 2.261720 0.260496 0.0058 0.0042 -0.0014 0.11
H 4.598200 1.762961 -1.837765 -0.0131 -0.0067 -0.0038 0.11
H 2.277034 2.479890 -2.128625 0.0229 -0.0063 -0.0011 0.07
H -0.944636 6.389305 0.341097 0.0001 0.0000 -0.0002 0.07
H -0.995184 8.607248 -0.771730 -0.0004 0.0000 -0.0005 0.11
H 0.309803 8.977934 -2.836407 0.0008 0.0004 -0.0002 0.11
H 1.661062 7.141847 -3.794153 0.0009 0.0012 -0.0001 0.11
H 1.703930 4.940759 -2.696675 0.0042 -0.0097 0.0054 0.10
C -4.703995 -1.900431 4.094250 -0.0030 0.0010 -0.0017 0.00
C -3.815250 -2.143723 2.923175 -0.0059 -0.0087 0.0111 -0.27
C -3.333779 -3.353743 2.535266 0.0042 0.0018 0.0103 0.03
C -2.443839 -3.394313 1.441814 0.0020 0.0072 -0.0155 -0.28
N -2.085491 -2.313720 0.772410 0.0182 -0.0136 -0.0262 0.15
C -2.560734 -1.121329 1.153542 -0.0119 0.0244 -0.0154 -0.77
S -2.148108 0.340395 0.398957 0.0147 -0.0274 0.0164 0.59
N -3.430242 -1.063961 2.206026 0.0233 -0.0020 -0.0073 0.12
C -1.854062 -4.696677 1.015085 0.0198 0.0024 0.0105 -0.01
H -4.966880 -2.839250 4.573857 -0.0023 -0.0004 -0.0017 0.09
H -5.619546 -1.391529 3.788890 0.0012 0.0036 -0.0002 0.09
H -4.186725 -1.270646 4.820761 0.0061 -0.0035 0.0004 0.09
H -3.594973 -4.251021 3.075624 0.0006 0.0005 0.0002 0.13
H -3.731242 -0.136556 2.474393 -0.0033 0.0001 -0.0006 0.14
H -1.173385 -5.041749 1.796532 -0.0098 -0.0083 0.0061 0.08
H -1.304018 -4.574425 0.086849 -0.0133 -0.0018 -0.0006 0.07
H -2.632530 -5.449223 0.885213 -0.0013 0.0022 -0.0041 0.09
```
Forces are in eV/Å.

The energy above the lowest of the compared OMol25 structures with the same formula, charge and spin comes out at 6.4 kJ/mol. Its total energy is -3953.85183 Eh.